[1]
A 2-piece molecular cluster, C3H7N2P overall at a distorted geometry. Source: the OMol25 dataset; level of theory: ωB97M-V/def2-TZVPD.

The geometry in XYZ format:
```
13
Properties=species:S:1:pos:R:3:forces:R:3:lowdin_charge:R:1
C -1.9041 0.0966 0.5531 2.3 0.1 -2.9 -0.155
C 0.8314 -0.0834 -0.9932 2.4 0.9 1.4 -0.803
C 1.4575 0.4984 0.3335 -2.7 -0.2 0.3 -0.140
N -2.4693 -0.3880 1.4987 -0.3 0.1 0.0 0.056
N 1.2499 0.4758 -2.0642 -0.9 0.1 0.1 0.053
P -0.1101 -1.6271 -0.7735 -2.4 1.2 -1.5 0.815
H -1.6809 1.0091 -0.1744 -0.9 -1.6 1.9 0.104
H 1.9113 -0.3657 0.8315 0.1 0.5 0.2 0.047
H 2.1111 1.3497 0.2268 0.5 -0.1 -0.5 0.049
H 0.5934 0.9088 0.9966 1.3 -1.0 -0.9 0.067
H -3.1706 0.0874 2.0557 -0.1 0.3 0.1 0.071
H 0.8732 0.0927 -2.9312 -0.1 -0.4 0.1 0.026
H 0.3072 -2.0543 0.4405 0.7 0.0 1.4 -0.189
```
Forces are in eV/Å.

The value obtained for the relative energy (zero: lowest compared OMol25 entry of this formula, charge and spin) is 54.16 kcal/mol. As for the spin multiplicity: 1. As for the LUMO energy (spin up / spin down): -0.24 / -0.72 eV. As for the molar mass: 102.1 g mol⁻¹. For the HOMO-LUMO gap (spin up / spin down), the calculation gives 7.7 / 7.2 eV. The HOMO energy (spin up / spin down) comes out at -7.964 / -7.908 eV.

=====

[2]
An isolated ion of composition C3H7N2S and charge +1 at a distorted geometry. Source: the OMol25 dataset; level of theory: ωB97M-V/def2-TZVPD.

The geometry in XYZ format:
```
13
Properties=species:S:1:pos:R:3:forces:R:3:lowdin_charge:R:1
S 1.5104 1.5516 1.4516 -2.2 0.4 0.9 0.763
C 0.8521 0.9049 -0.1335 1.2 -0.8 2.9 -0.549
N -0.3894 1.2519 -0.5609 -0.2 0.9 -0.4 0.062
C -1.2798 0.3596 -0.5303 2.1 0.0 -0.7 -0.054
C -0.8070 -1.0481 -0.2092 -0.9 2.0 -2.5 -0.109
N 0.6002 -0.8357 0.0499 0.7 -0.9 0.6 0.079
H 0.3056 1.8122 2.2901 1.9 -0.6 -1.8 -0.022
H 1.8039 0.9896 -0.6899 -1.1 -0.2 -0.8 0.107
H -2.1432 0.5269 -1.0865 -2.0 0.3 -0.1 0.122
H -1.5160 -1.4515 0.4436 -0.2 -1.2 1.6 0.123
H -0.9206 -1.4838 -1.2240 0.0 -0.5 0.8 0.156
H 0.9846 -1.2377 0.9279 -0.4 0.6 -0.6 0.169
H 0.9991 -1.3400 -0.7288 1.1 0.1 0.0 0.152
```
Forces are in eV/Å.

Its total charge is +1. The value obtained for the relative energy (zero: lowest compared OMol25 entry of this formula, charge and spin) is 55.91 kcal/mol. As for the spin multiplicity: 1. The SMILES is S[C@@H]1N=CC[NH2+]1. As for the LUMO energy: -3.89 eV. As for the molar mass: 103.2 g mol⁻¹. For the HOMO-LUMO gap, the calculation gives 10.4 eV. The HOMO energy comes out at -14.308 eV.

=====

[3]
C3H7N2S as an isolated structure at a distorted geometry. Source: the OMol25 dataset; level of theory: ωB97M-V/def2-TZVPD.

The geometry in XYZ format:
```
13
Properties=species:S:1:pos:R:3:forces:R:3:lowdin_charge:R:1
C -0.5772 -1.0793 0.0598 -1.2 2.3 1.8 -0.226
C 0.2732 -0.1996 1.0270 -2.3 1.2 -3.0 -0.339
C -0.4090 1.4757 -0.0304 0.3 -1.7 -4.5 -0.398
N -0.8820 -0.1469 -0.9932 0.4 2.9 1.0 0.025
N 0.8863 0.7228 -0.0491 0.6 1.0 3.6 0.022
S -0.7861 1.2183 1.6080 0.1 -0.6 0.7 1.056
H -0.0647 -1.8463 -0.3812 1.8 -2.2 -0.7 0.101
H -1.3313 -1.4921 0.6984 -1.0 -0.2 -0.1 0.119
H 0.8519 -0.6356 1.7375 2.1 -1.2 1.8 0.092
H -0.4528 2.3640 -0.7342 -0.4 -1.1 1.3 0.149
H -1.8128 -0.0478 -1.3301 -1.0 -0.3 0.1 0.086
H 1.7318 1.1416 0.3185 0.2 0.7 0.0 0.181
H 0.9765 0.2646 -0.9117 0.6 -0.8 -1.8 0.131
```
Forces are in eV/Å.

Its total charge is +1. The value obtained for the relative energy (zero: lowest compared OMol25 entry of this formula, charge and spin) is 92.54 kcal/mol. As for the spin multiplicity: 1. As for the LUMO energy: -3.79 eV. As for the molar mass: 103.2 g mol⁻¹. For the HOMO-LUMO gap, the calculation gives 10.2 eV. The HOMO energy comes out at -13.978 eV.

=====

[4]
A 3-piece molecular cluster, C3H7N2S overall at a distorted geometry. Source: the OMol25 dataset; level of theory: ωB97M-V/def2-TZVPD.

The geometry in XYZ format:
```
13
Properties=species:S:1:pos:R:3:forces:R:3:lowdin_charge:R:1
C 2.5330 -0.4371 1.3092 0.0 -0.6 0.9 -0.020
C 3.2583 -0.1883 0.3831 -1.0 0.3 0.4 -0.014
C 0.9110 -0.1970 -2.3460 -1.7 -0.4 1.8 0.151
N 0.1378 -0.6146 -1.5832 2.8 1.3 -2.8 -0.597
N -2.6704 0.5504 0.8522 3.0 1.7 -1.3 0.206
S -0.8376 -1.3785 -0.6619 -1.7 -1.4 1.8 0.727
H 2.0256 -0.7578 2.2312 0.5 0.4 -1.1 0.039
H 3.7257 0.2188 -0.4693 0.5 -0.1 -0.3 0.011
H 1.2514 0.5432 -2.9977 0.8 0.5 -0.9 0.095
H -1.9113 0.0536 0.1654 -0.9 -0.6 1.4 -0.026
H -2.2148 0.8039 1.7384 0.1 0.0 -0.4 0.142
H -3.4440 -0.0188 1.1110 -1.3 -0.3 -0.6 0.120
H -2.7647 1.4222 0.2676 -1.2 -0.9 1.2 0.165
```
Forces are in eV/Å.

Its total charge is +1. The value obtained for the relative energy (zero: lowest compared OMol25 entry of this formula, charge and spin) is 111.98 kcal/mol. As for the spin multiplicity: 1. As for the LUMO energy: -3.79 eV. As for the molar mass: 103.2 g mol⁻¹. For the HOMO-LUMO gap, the calculation gives 9.3 eV. The HOMO energy comes out at -13.108 eV.

=====

[5]
An isolated ion of composition C3H7N2S2 and charge +1 at a distorted geometry. Source: the OMol25 dataset; level of theory: ωB97M-V/def2-TZVPD.

The geometry in XYZ format:
```
14
Properties=species:S:1:pos:R:3:forces:R:3:lowdin_charge:R:1
H 2.2997 -0.6425 -1.4020 -1.1 0.0 1.3 0.123
N 1.5854 -1.1442 -0.8254 3.3 -2.3 -2.0 0.188
C 0.5205 -0.7618 -0.4074 -1.9 3.7 1.1 -0.466
C -0.6431 -1.6302 0.0552 -0.8 -0.2 -3.0 -0.484
S -2.0281 -0.6936 0.7406 0.7 0.9 -0.7 0.604
S -1.7644 0.8268 -0.7439 1.4 -0.7 0.5 0.607
C 0.1546 0.7972 -0.4546 -3.1 0.0 0.0 -0.450
N 0.2229 1.5099 0.9045 -0.6 -0.6 0.6 0.080
H -0.9802 -2.1209 -0.9457 0.3 0.8 1.6 0.137
H -0.4118 -2.4379 0.6839 0.7 -0.9 1.1 0.069
H 0.5919 1.4083 -1.2413 0.3 -0.3 0.1 0.114
H -0.4334 2.3555 0.9117 1.2 -1.3 -0.2 0.166
H 1.1957 1.7894 1.2287 -1.5 -0.7 -0.2 0.193
H -0.3096 0.7440 1.4955 1.2 1.7 -0.3 0.118
```
Forces are in eV/Å.

Its total charge is +1. The value obtained for the relative energy (zero: lowest compared OMol25 entry of this formula, charge and spin) is 45.83 kcal/mol. As for the spin multiplicity: 1. The SMILES is [H]/N=C1/CSS[C@H]1[NH3+]. As for the LUMO energy: -3.97 eV. As for the molar mass: 135.2 g mol⁻¹. For the HOMO-LUMO gap, the calculation gives 9.4 eV. The HOMO energy comes out at -13.378 eV.

=====

[6]
C3H7N3 as an isolated structure at a distorted geometry. Source: the OMol25 dataset; level of theory: ωB97M-V/def2-TZVPD.

The geometry in XYZ format:
```
13
Properties=species:S:1:pos:R:3:forces:R:3:lowdin_charge:R:1
N -0.0336 0.4612 0.0893 -0.5 -0.2 0.1 -0.261
N -1.0136 0.4719 -0.9684 0.1 -0.2 0.2 0.054
C -0.6496 0.7783 1.5338 0.3 -0.2 -1.3 -0.306
C 0.8447 -0.6597 0.0366 -0.1 -0.2 -0.1 -0.195
C 0.7941 -1.6596 -0.8336 0.0 0.1 0.1 0.021
N -0.0883 1.8086 1.9060 0.4 0.1 -0.4 0.033
H -0.5110 0.5677 -1.8484 0.0 0.0 0.1 0.086
H -1.5571 1.3202 -0.8324 0.1 0.0 0.0 0.083
H 0.4947 1.5724 0.6511 -0.4 0.5 1.1 0.172
H -1.4502 0.1109 1.8467 0.1 0.0 0.2 0.099
H 1.6154 -0.5880 0.7943 0.0 0.0 0.0 0.112
H 1.5382 -2.4421 -0.7961 0.0 0.0 0.0 0.053
H 0.0165 -1.7418 -1.5790 0.0 0.0 0.0 0.048
```
Forces are in eV/Å.

The value obtained for the relative energy (zero: lowest compared OMol25 entry of this formula, charge and spin) is 103.80 kcal/mol. As for the spin multiplicity: 1. As for the LUMO energy: 0.94 eV. As for the molar mass: 85.1 g mol⁻¹. For the HOMO-LUMO gap, the calculation gives 9.6 eV. The HOMO energy comes out at -8.643 eV.

=====

[7]
A single C3H7N3 molecule at a distorted geometry. Source: the OMol25 dataset; level of theory: ωB97M-V/def2-TZVPD.

The geometry in XYZ format:
```
13
Properties=species:S:1:pos:R:3:forces:R:3:lowdin_charge:R:1
H -0.4518 -0.5830 2.6098 -0.2 -0.4 -0.3 0.043
N 0.4121 -0.7973 2.1292 0.6 0.5 0.6 0.104
C 0.4423 -0.6294 0.8945 -2.7 -1.3 -1.0 -0.431
N 1.5251 -0.7064 0.0993 0.3 -0.1 -0.6 0.105
C -1.1669 -0.3930 -0.0655 3.3 -0.9 1.8 -0.100
N -0.6923 0.8821 -0.2415 -0.6 3.0 -1.3 -0.132
C -0.3497 1.3795 -1.3701 -0.5 -0.6 0.8 -0.074
H 2.4210 -0.7200 0.5643 -0.1 0.1 0.1 0.103
H 1.4886 -0.1578 -0.7520 0.0 -0.2 0.2 0.075
H -1.7937 -0.5386 0.8067 -0.4 0.2 -0.3 0.080
H -1.4036 -0.9733 -0.9653 0.2 -0.2 0.2 0.095
H 0.0558 2.3807 -1.3914 0.1 0.1 0.0 0.061
H -0.4867 0.8566 -2.3178 0.0 -0.2 -0.1 0.069
```
Forces are in eV/Å.

The value obtained for the relative energy (zero: lowest compared OMol25 entry of this formula, charge and spin) is 54.47 kcal/mol. As for the spin multiplicity: 1. The SMILES is [H]/N=C(/N)CN=C. As for the LUMO energy: 0.93 eV. As for the molar mass: 85.1 g mol⁻¹. For the HOMO-LUMO gap, the calculation gives 9.6 eV. The HOMO energy comes out at -8.660 eV.

=====

[8]
A 2-piece molecular cluster, C3H7N3 overall at a distorted geometry. Source: the OMol25 dataset; level of theory: ωB97M-V/def2-TZVPD.

The geometry in XYZ format:
```
13
Properties=species:S:1:pos:R:3:forces:R:3:lowdin_charge:R:1
C 2.2445 0.0398 -0.0987 -2.2 -2.2 0.5 -0.045
C -2.3865 0.1502 0.1387 0.9 -0.4 -1.7 -0.141
C 1.1686 -0.6972 -0.1962 3.1 0.7 1.3 0.134
N -1.2838 0.5263 0.2118 0.4 1.4 1.0 0.307
N 3.3045 0.6240 0.1151 2.5 2.9 0.7 0.249
N -3.4421 -0.4982 -0.1062 -4.0 0.3 3.1 0.235
H 0.9871 -1.5189 0.4774 -0.1 0.1 0.5 0.126
H 0.5415 -0.4827 -0.9688 -1.5 0.0 -2.4 0.054
H -0.6572 1.3571 0.2927 -1.2 -1.0 -0.2 0.178
H 4.2427 0.1875 -0.1162 -1.2 0.7 0.0 0.215
H 3.3195 1.6513 0.5246 0.1 -2.6 -0.7 0.243
H -4.2418 -0.3768 0.6874 2.2 -0.6 -2.3 0.256
H -3.7968 -0.9625 -0.9614 0.8 0.6 0.3 0.190
```
Forces are in eV/Å.

Its total charge is +2. The value obtained for the relative energy (zero: lowest compared OMol25 entry of this formula, charge and spin) is 46.45 kcal/mol. As for the spin multiplicity: 1. As for the LUMO energy: -8.45 eV. As for the molar mass: 85.1 g mol⁻¹. For the HOMO-LUMO gap, the calculation gives 11.3 eV. The HOMO energy comes out at -19.730 eV.